Density functional theory data (ωB97M-V/def2-TZVPD) for a structure of composition C2H6NO3 in a non-equilibrium geometry.

Geometry as ORCA input:
```
! RIJCOSX wB97M-V def2-TZVPD def2/J DEFGRID3
* xyz 1 3
C 0.87163 0.57204 0.29755
C 0.83632 -1.36544 0.29264
N 0.12685 -0.57877 -0.44930
O 1.73841 -0.52914 0.74090
O 1.54996 1.49457 -0.37000
O -2.25027 0.10604 -0.02305
H 0.16492 0.82182 1.12132
H 0.91171 -2.41991 0.21374
H -2.18521 1.00272 0.44876
H -0.86830 -0.55612 -0.55533
H 2.13122 1.22534 -1.19227
H -3.02724 0.22686 -0.52497
*
```

- Kohn-Sham gap (alpha / beta) (eV) = 8.737 / 7.682
- largest force on an atom (eV/A) = 8.6